{
  "formula": "C24H18Cl2IrN5O4S2",
  "method": "ωB97M-V/def2-TZVPD",
  "total_charge": 0,
  "fmax_ev_per_a": 0.735,
  "e_homo_ev": [-8.324, -8.324],
  "lumo_energy_ha": [-0.0424, -0.0423],
  "e_tot_ha": -3321.2538,
  "species": ["Ir", "C", "O", "C", "O", "N", "N", "H", "H", "H", "H", "H", "H", "S", "C", "C", "C", "C", "N", "C", "C", "C", "S", "C", "N", "H", "H", "Cl", "C", "C", "C", "C", "C", "Cl", "C", "N", "C", "C", "C", "C", "C", "C", "C", "C", "O", "O", "H", "H", "H", "H", "H", "H", "H", "H", "H", "H"],
  "positions_angstrom": [[-2.218, -0.472, 0.460], [0.435, 4.293, -0.777], [-0.710, 4.165, 0.087], [-1.277, 2.962, 0.056], [-0.892, 2.003, -0.566], [-2.393, 2.944, 0.848], [-3.051, 1.728, 1.049], [0.797, 5.305, -0.625], [0.133, 4.146, -1.813], [1.196, 3.566, -0.510], [-2.650, 3.755, 1.386], [-3.986, 1.782, 0.658], [-3.114, 1.525, 2.042], [-4.299, -0.807, 1.139], [-4.395, -2.512, 1.442], [-5.512, -3.064, 2.073], [-5.589, -4.425, 2.284], [-6.741, -4.973, 2.943], [-7.672, -5.386, 3.474], [-4.532, -5.258, 1.859], [-3.432, -4.712, 1.234], [-3.352, -3.330, 1.017], [-2.001, -2.658, 0.168], [-4.591, -6.677, 2.076], [-4.638, -7.812, 2.250], [-6.322, -2.425, 2.400], [-2.625, -5.356, 0.909], [1.318, 1.616, -3.120], [2.704, 0.617, -3.384], [3.236, 0.512, -4.657], [4.313, -0.332, -4.874], [4.851, -1.068, -3.831], [4.311, -0.940, -2.561], [5.001, -1.855, -1.264], [3.234, -0.092, -2.303], [2.695, 0.015, -1.004], [2.861, 1.138, -0.212], [3.643, 2.219, -0.631], [3.816, 3.328, 0.180], [3.210, 3.394, 1.425], [2.457, 2.310, 1.855], [2.287, 1.177, 1.070], [1.570, -0.021, 1.658], [0.189, -0.212, 1.110], [-0.835, -0.090, 1.880], [-0.047, -0.464, -0.089], [2.797, 1.079, -5.466], [4.732, -0.424, -5.867], [5.685, -1.737, -3.989], [1.881, -0.554, -0.818], [4.118, 2.186, -1.603], [4.428, 4.149, -0.172], [3.339, 4.259, 2.062], [2.012, 2.324, 2.844], [1.497, 0.102, 2.737], [2.129, -0.941, 1.462]]
}